Entry 1:
C55H34Cl4F3I2N6SSr as an isolated structure at a distorted geometry, computed with wB97M-V/def2-TZVPD.

Output
total charge	-1
relative energy (zero: lowest compared OMol25 entry of this formula, charge and spin)	7.99	kcal/mol
LUMO	1.376	eV
2S+1	1
HOMO-LUMO gap	0.208	Ha

CARTESIAN COORDINATES (ANGSTROEM)
C  2.8696  -0.1025  -3.2971
C  -7.9449  -1.9612  1.2099
H  -0.9643  4.8741  7.3514
H  -3.0851  5.1108  0.3540
H  0.4046  -7.3058  -2.2183
C  -5.6708  -2.5324  1.6654
C  7.0571  1.3309  1.6788
C  2.0760  0.6900  -2.4109
H  -4.9358  -3.2358  2.0355
C  6.5623  0.4578  2.6310
C  -1.1373  2.5425  3.3109
C  1.1137  -3.5802  -2.9041
C  1.4319  -4.5291  -3.8629
H  6.6350  2.5799  -0.0086
C  -1.3123  4.8362  6.3290
C  4.3773  -1.7405  -4.9904
Cl  -2.4836  7.2234  6.8432
Cl  1.5596  -7.0675  -4.8008
I  -0.6306  4.1923  -0.2211
F  4.5370  -3.0718  -6.9503
H  4.5383  -1.5627  0.3288
H  -3.8622  2.5282  4.2327
H  -2.1674  -4.1889  -1.6582
H  -0.1474  -5.5962  -0.5081
C  -2.5547  5.8327  4.5211
C  3.1114  -1.3250  -5.3761
C  4.3497  0.7263  1.6967
C  4.8989  -1.3332  -3.7652
C  -3.5551  1.8473  3.4561
H  1.2842  3.9192  4.1767
C  0.5409  -3.9493  -1.6882
C  -2.2263  1.7652  2.8785
C  -3.3566  -2.8488  -0.4133
S  -1.9132  -0.2000  -2.5963
Cl  8.7605  1.7106  1.6689
H  7.2291  0.0179  3.3594
C  0.2324  -2.9003  -0.6751
H  -2.8106  5.1268  -1.4126
C  -2.2364  -3.3876  -0.9417
C  4.1559  -0.5238  -2.9300
H  -7.3392  -3.8349  2.0484
C  -4.2876  0.8654  2.8856
C  0.2890  -5.2972  -1.4523
C  -6.2044  -0.3976  0.7338
C  -5.2405  -1.2929  1.1934
H  -3.3827  0.7031  -4.6690
C  2.7254  -2.5411  -0.3917
C  -2.9286  -1.7693  0.4599
H  3.4861  2.7099  3.2932
H  -8.2921  -0.0213  0.3752
H  2.7060  -1.6430  -6.3262
H  3.0828  -3.3578  -0.9968
C  -1.1165  -2.6534  -0.3802
I  -3.8147  2.7680  -0.7003
H  4.2063  2.0256  0.0064
H  -2.5211  2.0775  -5.2415
N  -0.8463  2.1049  -3.3686
Cl  -9.6383  -2.3801  1.2199
C  2.4628  2.4385  3.0911
C  -1.8016  1.1916  -3.5286
H  1.3113  -2.5335  -3.0964
N  0.6688  1.2867  2.2385
C  -3.4122  0.1824  1.9514
N  -2.7390  1.4522  -4.4826
H  5.8854  -1.6624  -3.4659
C  0.5969  -6.2588  -2.4043
H  -2.5916  4.7097  2.6987
C  4.8741  1.6001  0.7466
H  -4.3767  -3.1259  -0.6198
N  1.2599  -1.1393  0.6827
C  2.3671  -0.5121  -4.5365
H  1.3695  -0.2039  -4.8204
C  -2.2339  4.7490  3.7189
C  2.8916  0.4064  1.6606
H  1.8819  -4.2368  -4.8014
C  -3.7956  -0.9357  1.1909
H  -5.8912  0.5725  0.3675
C  1.3351  -2.2100  -0.1399
C  -1.0025  3.7592  5.5119
C  2.5270  -0.7390  0.9376
Sr  -0.4635  0.4769  0.2346
C  5.2064  0.1589  2.6322
C  6.2266  1.9064  0.7315
C  5.2145  -2.6033  -5.8820
F  5.7123  -3.6812  -5.2361
H  -0.8492  2.9595  -3.9022
C  2.0271  1.3202  2.2804
H  -3.1576  6.6461  4.1432
H  -5.3049  0.5909  3.1089
H  -0.4087  2.9436  5.9034
F  6.2907  -1.9414  -6.3752
N  -2.1840  0.7611  1.9620
C  -2.0869  5.8652  5.8232
C  1.1668  -5.8626  -3.6014
C  -1.4534  3.6967  4.1950
H  4.8065  -0.5257  3.3690
C  -7.0144  -2.8737  1.6761
H  -0.0805  1.9292  -2.6991
C  -7.5526  -0.7212  0.7380
N  -1.5772  -1.6799  0.4491
C  0.2186  2.2939  3.0207
C  1.4099  1.3579  -1.6235
C  1.3429  3.0468  3.5470
H  4.5465  -0.2199  -1.9691
C  -2.7015  4.5607  -0.4961
C  3.4638  -1.6311  0.2817

Löwdin atomic charge list, values in e, 99 entries: -0.256 -0.674 0.102 -0.055 0.100 -0.026 -0.674 -0.193 0.126 -0.106 -0.091 -0.006 -0.089 0.103 -0.102 -0.143 0.633 0.633 0.830 0.120 0.108 0.107 0.106 0.123 -0.100 -0.026 -0.217 -0.009 -0.011 0.101 -0.196 -0.264 -0.019 0.608 0.630 0.100 -0.063 -0.049 -0.019 -0.020 0.102 -0.019 -0.029 -0.027 -0.198 0.077 -0.001 -0.269 0.107 0.103 0.115 0.110 -0.287 0.838 0.122 0.093 0.090 0.632 0.000 -0.997 0.110 -0.010 -0.291 0.065 0.122 -0.106 0.101 -0.012 0.106 -0.014 -0.036 0.114 -0.024 -0.071 0.099 -0.071 0.081 -0.244 -0.027 -0.251 1.124 -0.021 -0.099 -0.574 0.126 0.106 -0.246 0.102 0.106 0.125 0.121 -0.018 -0.674 -0.669 -0.200 0.125 -0.102 -0.028 -0.100

---

Entry 2:
C55H40GeIrN6S2 as an isolated structure, computed with wB97M-V/def2-TZVPD.

Output
total charge	+3
relative energy (zero: lowest compared OMol25 entry of this formula, charge and spin)	0.00	kcal/mol
LUMO (alpha / beta)	-8.708 / -9.913	eV
2S+1	5
HOMO-LUMO gap (alpha / beta)	0.140 / 0.171	Ha

CARTESIAN COORDINATES (ANGSTROEM)
C  2.7384  -2.8805  -1.0102
C  0.6669  1.8933  -5.6479
H  -3.2366  2.5735  -0.5333
C  -1.3073  -0.4525  -2.8302
H  -0.6327  -1.4693  4.1352
C  1.3436  4.6911  3.3221
H  -2.5527  4.7898  -1.4015
C  0.6296  0.6795  -3.5434
C  0.1371  2.1337  -0.5664
C  -3.3793  -0.5868  -4.1494
C  -1.7207  -2.2648  0.2180
H  6.1166  2.0303  1.0233
C  -1.0571  3.3837  2.7601
H  2.1072  3.5209  0.7987
H  4.4710  3.8556  1.3351
H  5.3598  -0.1741  0.1437
C  1.6933  -1.5904  2.4447
C  0.1485  5.4006  3.2657
C  1.2807  3.2154  -7.6397
H  4.3281  -0.4080  5.0075
C  0.5074  3.3541  -1.1650
C  2.7272  -2.4364  2.8106
N  1.0428  1.1609  -0.1669
C  -3.7464  -2.5091  -1.0071
H  -2.8101  1.1479  1.4766
C  -1.5688  -0.0919  2.7520
C  -3.4470  -3.7861  1.1415
C  3.6739  -2.0076  3.7366
H  -0.3403  -3.5889  -1.9062
H  -4.9624  -1.7182  -3.3061
N  1.4043  -2.7323  -1.2204
C  1.2989  -4.9922  -1.9559
C  -1.3909  0.6602  -4.9506
H  4.4380  -4.1469  -0.9975
H  -1.6337  -4.3557  2.1659
H  3.1187  -6.1233  -1.8422
S  -5.1058  -4.2133  1.2822
C  -2.9813  -2.8548  0.1093
Ge  0.1010  0.7906  2.5647
H  -2.7523  -2.5161  4.8098
C  -2.1873  2.7919  -0.6896
C  2.8133  2.7215  0.6282
S  -0.0889  2.3320  -7.1597
C  -0.0024  1.1009  -4.7258
H  -4.8956  0.0326  2.1115
H  -1.9953  2.8786  2.5723
C  -3.4891  -5.2914  2.9167
H  -1.9774  5.3058  2.9631
H  1.6612  0.9539  -3.3474
H  1.5373  3.5395  -1.4364
H  4.4703  -2.6743  4.0425
H  -3.9207  -0.3340  -5.0529
C  -1.9102  -1.1893  -1.8387
C  -1.8032  4.0379  -1.1887
H  0.1494  6.4678  3.4487
C  1.9806  2.4660  -5.5764
C  3.5899  -0.7360  4.2872
H  0.7012  -5.7979  -2.3601
C  1.3493  3.3269  3.0838
C  0.1452  2.6646  2.8058
H  2.4901  1.0917  4.3856
H  -1.5050  0.8588  -0.0459
C  -3.2307  -1.6854  -1.9942
Ir  0.8264  -0.8458  -0.6762
C  -2.0220  -0.1096  -4.0060
H  -4.7414  -2.9220  -1.1343
H  -0.1668  5.2407  -1.8962
C  3.3255  0.4589  -0.0047
H  2.2667  5.2031  3.5630
H  2.6452  2.3318  -4.7352
C  4.1475  2.8993  0.9432
C  0.7096  -3.7604  -1.7107
H  1.2941  3.7205  -8.5949
N  2.7765  -0.7404  -0.5037
C  -0.4578  4.2968  -1.4522
H  0.9380  -1.9384  1.7461
H  -1.9225  0.9365  -5.8515
N  3.4793  -1.7673  -0.5902
C  4.6640  0.6396  0.2979
C  2.6443  -5.1641  -1.6801
C  -2.7559  -1.7332  4.0629
H  2.2825  2.7811  3.1265
C  -2.7773  0.3300  2.1863
H  2.7926  -3.4335  2.3909
H  -1.1226  -2.4559  1.1007
N  0.0384  -0.0604  -2.6357
C  5.0753  1.8695  0.7779
N  -1.1969  -1.4522  -0.6955
H  -3.0908  -5.9007  3.7156
C  -3.9504  -1.3161  3.4940
C  -1.2311  1.8450  -0.4008
C  2.5577  0.1177  3.9208
C  1.6026  -0.3041  2.9907
C  -1.5612  -1.1393  3.6831
C  3.3778  -4.0848  -1.2062
H  3.2529  3.7027  -6.8342
C  -3.9522  -1.3441  -3.1913
H  -5.6141  -5.8049  3.0511
H  -4.8807  -1.7797  3.7973
C  -2.7113  -4.4441  2.0820
C  2.3094  3.1964  -6.6885
C  -4.8050  -5.2565  2.5924
C  -3.9598  -0.2925  2.5495
C  -1.0492  4.7498  2.9885
C  2.3735  1.4867  0.1349

Löwdin atomic charge list, values in e, 99 entries: -0.292 -0.413 0.123 -0.146 0.106 -0.045 0.124 -0.063 -0.297 0.020 -0.083 0.128 -0.083 0.107 0.130 0.128 -0.156 -0.025 -0.311 0.123 -0.006 -0.058 -0.053 0.055 0.073 -0.303 -0.509 -0.033 0.121 0.133 -0.048 0.003 0.049 0.137 0.113 0.135 1.084 -0.183 1.257 0.125 -0.041 -0.033 1.136 -0.201 0.123 0.094 -0.159 0.122 0.124 0.122 0.123 0.132 -0.190 -0.019 0.125 -0.068 -0.038 0.131 -0.131 -0.290 0.101 0.067 -0.118 1.343 -0.139 0.121 0.125 -0.182 0.122 0.115 -0.019 -0.069 0.096 -0.138 -0.029 0.053 0.100 0.145 0.024 0.003 -0.047 0.084 -0.112 0.114 0.100 0.001 -0.014 -0.075 0.116 -0.037 -0.066 -0.077 -0.311 -0.093 0.039 0.129 0.014 0.086 0.124

---

| no. | calculated total energy (Eh) |
| --- | --- |
| 1 | -5609.71278 |
| 2 | -5425.12918 |